Density functional theory data (ωB97M-V/def2-TZVPD) for a molecular structure, C29H39O3S2SiTeTi.

Positions of all 76 atoms, in Å:
1 Te -1.214 -1.510 2.085
2 Ti 0.020 0.291 0.210
3 S -2.782 -0.083 -0.380
4 S 0.741 -0.903 -2.550
5 Si 0.621 2.743 -0.282
6 O 0.903 -1.012 -1.033
7 O 1.380 -0.265 1.327
8 O -1.452 0.083 -1.125
9 C -0.580 6.773 1.816
10 C -1.134 4.547 1.089
11 C 0.164 4.359 0.606
12 C 0.952 4.547 -4.053
13 C -0.263 -3.364 2.627
14 C 0.311 3.300 -2.079
15 C 1.683 -2.340 -3.178
16 C -1.501 5.743 1.685
17 C 0.710 6.602 1.337
18 C 3.102 -1.869 -3.458
19 C 0.613 -4.798 4.333
20 C 0.539 -5.896 3.481
21 C -1.141 3.370 -4.013
22 C 1.219 4.113 -2.764
23 C -0.765 -4.292 0.305
24 C 0.347 0.016 2.108
25 C 0.905 -7.267 3.976
26 C -3.404 -1.645 -1.053
27 C 0.222 -3.531 3.929
28 C -0.230 4.179 -4.679
29 C 0.302 -2.374 4.889
30 C 0.474 1.006 3.233
31 C 2.039 0.284 -3.062
32 C -0.867 2.925 -2.729
33 C 1.080 5.408 0.740
34 C -0.292 -4.434 1.732
35 C 2.968 -0.455 -4.016
36 C -3.906 1.011 -1.271
37 C 0.103 -5.690 2.181
38 H 0.840 -8.006 3.180
39 H 1.435 7.401 1.430
40 H -3.671 2.035 -0.986
41 H 0.790 -2.668 5.816
42 H 1.918 -7.273 4.379
43 H -1.857 -4.338 0.262
44 H -0.373 -5.106 -0.304
45 H 0.972 -4.946 5.346
46 H 1.171 -2.673 -4.081
47 H -3.772 0.865 -2.341
48 H -1.571 2.288 -2.213
49 H 1.564 1.159 -3.503
50 H 2.540 0.558 -2.132
51 H -1.861 3.750 1.013
52 H -2.564 -2.337 -1.060
53 H -0.867 7.702 2.288
54 H 0.868 -1.551 4.450
55 H 2.530 -0.487 -5.016
56 H 0.426 2.020 2.824
57 H -0.331 0.897 3.956
58 H 3.933 0.045 -4.090
59 H 3.605 -2.535 -4.158
60 H 1.435 0.891 3.738
61 H -1.458 1.552 0.873
62 H -4.921 0.770 -0.955
63 H -0.446 4.525 -5.681
64 H 1.660 5.187 -4.565
65 H -4.170 -2.008 -0.369
66 H 3.681 -1.855 -2.532
67 H -2.509 5.864 2.060
68 H -2.067 3.085 -4.497
69 H 2.093 5.288 0.371
70 H -0.699 -2.008 5.126
71 H -0.434 -3.344 -0.123
72 H 0.229 -7.567 4.779
73 H 0.061 -6.531 1.497
74 H 1.613 -3.111 -2.413
75 H -3.803 -1.519 -2.056
76 H 2.143 4.411 -2.279

Results
Kohn-Sham gap: 6.178 eV
Multiplicity: 1
Charge: +1
Strongest force on any atom: 2.1 eV/Å
E: -3557.21268 Eh

---

Density functional theory data (ωB97M-V/def2-TZVPD) for a molecular structure, C15H31NO2P2W.

Positions of all 52 atoms, in Å:
1 W 1.474 -1.318 1.449
2 P 0.105 1.701 -1.560
3 P 0.240 -2.063 -1.763
4 O -0.395 2.623 5.457
5 O -2.315 1.691 5.054
6 N -1.532 2.319 5.754
7 C -0.724 -1.848 0.973
8 C 0.315 -1.925 -0.019
9 C 0.242 -1.144 3.223
10 C 1.281 3.039 -1.653
11 C 0.850 1.533 2.344
12 C -1.716 -0.700 0.966
13 C 1.911 0.900 1.380
14 C 1.514 0.144 0.102
15 C -1.058 -3.321 -1.857
16 C -1.588 2.297 -1.784
17 C -0.340 -0.743 -2.871
18 C 0.435 0.601 -2.939
19 C -0.487 1.343 2.344
20 C 1.824 -2.606 -2.389
21 C -1.363 0.809 1.257
22 H -1.166 -2.824 1.217
23 H 1.530 0.478 -3.065
24 H 1.193 -2.663 0.321
25 H -0.068 -2.203 3.362
26 H -1.182 1.348 0.299
27 H 0.855 -0.844 4.097
28 H 2.260 1.779 0.782
29 H 2.281 2.644 -1.853
30 H -0.838 -3.865 -2.753
31 H -1.035 -3.974 -0.981
32 H 2.212 -3.427 -1.776
33 H -2.229 -0.682 -0.048
34 H 0.958 3.668 -2.484
35 H -1.596 2.834 -2.737
36 H -1.850 2.998 -0.989
37 H -2.537 -0.949 1.667
38 H -1.031 1.623 3.266
39 H -0.169 -1.206 -3.846
40 H 1.621 -2.957 -3.413
41 H 2.535 -1.769 -2.415
42 H -2.343 1.257 1.511
43 H 0.073 1.145 -3.814
44 H -2.314 1.478 -1.821
45 H 1.259 3.611 -0.723
46 H 0.556 0.620 -0.377
47 H -2.024 -2.823 -1.914
48 H -1.437 -0.613 -2.758
49 H -0.736 -0.642 3.460
50 H 2.892 0.606 1.828
51 H 1.348 2.111 3.149
52 H 2.308 -0.090 -0.658

Results
Kohn-Sham gap (alpha / beta): 5.854 / 5.783 eV
Multiplicity: 3
Charge: +2
Expectation value of S²: 2.03
Strongest force on any atom: 4.3 eV/Å
E: -1544.08149 Eh

---

Density functional theory data (ωB97M-V/def2-TZVPD) for 2 unconnected molecules or ions with the total composition C11H20N2O7.

Positions of all 40 atoms, in Å:
1 O -2.241 -0.462 1.141
2 O -2.354 4.168 3.690
3 O 2.242 -0.383 -2.778
4 O 3.436 1.502 -3.156
5 O 1.642 0.941 -4.424
6 O -0.534 2.992 3.191
7 O -0.324 4.972 4.245
8 N -0.929 -2.287 0.877
9 N 2.272 1.195 -5.680
10 C 1.502 -1.585 0.628
11 C -2.797 3.103 2.840
12 C 1.237 -0.716 -0.600
13 C 0.281 -1.779 1.524
14 C -0.800 -3.558 0.176
15 C -1.802 -1.309 0.380
16 C 2.530 -0.425 -1.359
17 C -2.193 -1.228 -1.083
18 C -1.002 4.128 3.758
19 C 2.536 0.751 -3.414
20 C -1.644 2.124 2.923
21 H -1.183 -4.368 0.807
22 H -2.939 3.495 1.832
23 H 0.590 -1.258 -1.296
24 H -1.735 -0.330 -1.499
25 H -3.738 2.701 3.206
26 H 2.729 2.099 -5.588
27 H 0.017 -0.820 1.979
28 H -1.375 -3.587 -0.746
29 H 0.236 -3.803 -0.070
30 H -1.482 1.566 2.007
31 H 1.929 -2.544 0.317
32 H 2.996 0.491 -5.798
33 H 3.258 -1.228 -1.210
34 H -3.276 -1.102 -1.136
35 H 2.999 0.512 -1.060
36 H 0.548 -2.434 2.361
37 H 0.765 0.221 -0.293
38 H -1.752 1.424 3.753
39 H -1.907 -2.074 -1.700
40 H 2.266 -1.107 1.253

Results
Kohn-Sham gap: 10.045 eV
Multiplicity: 1
Strongest force on any atom: 1.4 eV/Å
SMILES: CC(=O)N(C)CCCCOC(=O)ON.O=C1OCCO1
E: -1067.29305 Eh

---

Density functional theory data (ωB97M-V/def2-TZVPD) for a single C2H5NO2 molecule.

Positions of all 10 atoms, in Å:
1 O -1.285 1.698 -0.255
2 O -1.390 0.530 1.542
3 N -0.836 0.911 0.541
4 C 0.281 -0.929 -0.584
5 C 0.490 0.335 0.244
6 H 0.977 0.099 1.192
7 H 1.243 -1.376 -0.820
8 H -0.312 -1.651 -0.027
9 H 1.062 1.074 -0.318
10 H -0.231 -0.691 -1.514

Results
Kohn-Sham gap: 11.591 eV
Multiplicity: 1
Strongest force on any atom: 1.0 eV/Å
SMILES: CC[N+](=O)[O-]
E: -284.34605 Eh

---

Among the records above, which one has the highest strongest force on any atom? C15H31NO2P2W